No. 1
Density functional theory data (ωB97M-V/def2-TZVPD) for one molecule with the formula C5H9NO2.

The total energy comes out at -400.8437 Eh. Its frontier orbital gap is 9.29 eV. The calculation puts the energy above the lowest of the compared OMol25 structures with the same formula, charge and spin at 874.4 kJ/mol. The SMILES is N[C@@H]1[C@H]2OCC[C@]12O.

Positions of all 17 atoms, in Å:
C  -1.4593  0.1276  -0.3659
C  -0.2211  -0.6221  -0.4819
C  1.7708  -0.7961  0.3424
C  0.9818  0.4137  1.3417
C  -0.1931  0.7655  0.3941
H  -2.6031  -0.5729  1.3918
H  -2.8188  -1.2898  -0.3630
H  -1.9113  0.8999  -1.0466
H  -0.2853  -1.8019  -0.2059
H  2.8881  -0.5784  -0.0799
H  1.9121  -1.7848  0.8591
H  1.6101  1.4773  1.3597
H  0.5480  -0.0145  2.1260
H  0.3320  2.3962  -0.8880
N  -2.6130  -0.3780  0.3909
O  1.1408  -0.8426  -0.9596
O  0.5273  1.4157  -0.6993

No. 2
Density functional theory data (ωB97M-V/def2-TZVPD) for C29H48N4O11 as an isolated structure.

The total energy comes out at -2178.8409 Eh. Its frontier orbital gap is 5.93 eV.

Positions of all 92 atoms, in Å:
O  0.7327  0.4250  -0.4890
C  1.6981  -0.2978  -0.4153
O  3.0197  -0.0705  -0.8251
C  3.2448  1.0939  -1.4570
C  4.7135  1.4812  -1.4269
C  1.7058  -1.5797  0.4108
H  2.6552  1.8535  -0.9436
H  2.8649  1.0358  -2.4770
H  4.8908  1.9667  -0.4672
H  4.8900  2.2474  -2.1818
H  5.3886  0.6386  -1.5765
H  2.2936  -2.3777  -0.0429
H  0.6819  -1.9516  0.4497
H  2.0600  -1.4840  1.4372
C  -1.0417  -0.8309  0.3010
C  -1.2123  0.6195  0.5875
C  -0.3933  1.1140  1.7693
C  -0.6759  2.4970  1.9834
N  -0.9178  3.6436  2.1892
H  -1.6101  -1.3860  1.0472
H  -0.0079  -1.1559  0.1831
H  -1.4745  -1.0436  -0.6765
H  -2.2756  0.8496  0.6547
H  -0.7462  1.1935  -0.2134
H  0.6787  1.1196  1.5721
H  -0.5469  0.7093  2.7696
C  -1.3379  -2.9870  4.4364
C  -1.2311  -1.4378  3.8797
C  0.2584  -0.9096  3.7206
C  0.9111  -1.5392  2.5667
N  1.3909  -2.0720  1.6461
H  -2.3043  -3.4749  4.3097
H  -1.0544  -3.1988  5.4674
H  -0.5382  -3.5554  3.9614
H  -1.7437  -0.8107  4.6092
H  -1.8145  -1.2879  2.9713
H  0.8492  -1.0556  4.6249
H  0.2750  0.1279  3.3867
C  -2.8813  1.5117  -4.9034
C  -2.4839  1.2240  -3.4733
C  -3.3253  1.9583  -2.5760
C  -2.9873  1.7693  -1.1643
N  -2.7871  1.4627  -0.0027
H  -2.3994  0.7382  -5.5013
H  -2.5845  2.5042  -5.2425
H  -3.9216  1.3288  -5.1723
H  -1.4258  1.4846  -3.4499
H  -2.4485  0.1669  -3.2098
H  -4.2847  1.4419  -2.6087
H  -3.4550  3.0282  -2.7395
C  2.7088  1.1098  1.7502
C  2.9867  0.1508  2.9031
C  4.1000  0.6227  3.8452
C  5.2428  1.1538  3.0678
N  6.1017  1.6994  2.4777
H  3.6021  1.1770  1.1292
H  2.4254  2.1234  2.0339
H  1.9515  0.8047  1.0281
H  3.2327  -0.8198  2.4725
H  2.1238  -0.1009  3.5196
H  4.5639  -0.1142  4.5008
H  3.6720  1.4523  4.4079
C  -3.7056  -0.8387  -0.6014
C  -2.8080  -1.6924  -1.4359
O  -2.1831  -2.4949  -0.4245
C  -3.0345  -2.6268  0.5862
O  -3.1918  -3.4816  1.3825
O  -3.6874  -1.5250  0.5903
H  -4.6963  -0.5978  -0.9869
H  -3.2602  0.1482  -0.4755
H  -1.9899  -1.0694  -1.7974
H  -3.2226  -2.2667  -2.2644
C  -0.0411  -3.1534  -0.6522
C  0.8682  -3.5286  -1.8033
O  0.4822  -2.5934  -2.8365
C  -0.3339  -1.6193  -2.2789
O  -0.9586  -0.6894  -2.8205
O  -0.5841  -1.9812  -1.0659
H  0.5661  -2.9064  0.2187
H  -0.8604  -3.8606  -0.5227
H  0.6009  -4.5075  -2.2014
H  1.9117  -3.4537  -1.4974
C  -0.1502  1.9598  -1.5738
C  -0.1884  3.4341  -1.2276
O  -0.4443  4.0813  -2.4721
C  -0.2886  3.2405  -3.4335
O  -0.3871  3.5450  -4.6326
O  -0.1300  2.0396  -2.9147
H  -1.0100  1.4620  -1.1255
H  0.8260  1.5731  -1.2812
H  0.7858  3.7630  -0.8659
H  -0.8885  3.6530  -0.4214

no.,HOMO (Eh)
1,-0.309
2,-0.230